Run w
Molecular formula: C4H10N
Method: DFT, the ωB97M-V functional and the def2-TZVPD basis

Values from the calculation:
M, g mol⁻¹: 72.131
E_HOMO, eV: -12.53
Charge: +1

Structure (XYZ):
```
15
C4H10N (the ωB97M-V functional and the def2-TZVPD basis)
C 2.305 0.807 -0.614
C 2.117 -0.355 0.350
C 0.695 -0.855 0.357
C -0.277 0.026 0.208
N -4.073 0.094 0.102
H 1.689 1.659 -0.268
H 1.723 0.463 -1.467
H 3.286 1.155 -0.934
H 2.336 -0.122 1.398
H 2.868 -1.144 0.203
H 0.668 -1.792 0.928
H -1.039 -0.192 -0.559
H -3.110 0.305 -0.006
H -4.405 -0.581 0.756
H -4.783 0.532 -0.453
```

Run x
Molecular formula: C4H10N
Method: DFT, the ωB97M-V functional and the def2-TZVPD basis

Values from the calculation:
M, g mol⁻¹: 72.131
E_HOMO, eV: -13.33
Charge: +1

Structure (XYZ):
```
15
C4H10N (the ωB97M-V functional and the def2-TZVPD basis)
N -0.709 0.506 1.643
H -0.556 0.001 2.573
H -1.061 1.444 1.783
H 0.187 0.654 1.192
H -1.348 -0.070 1.027
C 1.960 0.492 -0.240
C 0.858 0.222 -1.029
C -0.025 -0.938 -0.865
C -1.362 -0.877 -1.219
H 2.256 -0.249 0.554
H 2.553 1.444 -0.419
H 0.637 0.967 -1.849
H 0.381 -1.801 -0.242
H -2.041 -1.716 -0.958
H -1.730 -0.078 -1.951
```

Run y
Molecular formula: C4H10N
Method: DFT, the ωB97M-V functional and the def2-TZVPD basis

Values from the calculation:
M, g mol⁻¹: 72.131
SMILES string: CC(C)=C[NH3+]
E_HOMO, eV: -14.33
Charge: +1

Structure (XYZ):
```
15
C4H10N (the ωB97M-V functional and the def2-TZVPD basis)
C 0.788 1.929 -0.087
C 0.134 0.512 -0.108
C 1.150 -0.594 -0.140
C -1.178 0.107 0.171
N -1.384 -1.310 0.158
H 0.006 2.531 0.211
H 1.225 2.203 -0.997
H 1.563 1.837 0.760
H 1.061 -1.262 0.703
H 2.146 -0.274 -0.136
H 0.940 -1.317 -0.937
H -2.093 0.737 0.128
H -1.085 -1.669 -0.770
H -2.461 -1.510 0.195
H -0.812 -1.918 0.850
```

Run z
Molecular formula: C4H10N
Method: DFT, the ωB97M-V functional and the def2-TZVPD basis

Values from the calculation:
M, g mol⁻¹: 72.131
SMILES string: C=C([NH3+])CC
E_HOMO, eV: -14.88
Charge: +1

Structure (XYZ):
```
15
C4H10N (the ωB97M-V functional and the def2-TZVPD basis)
C -1.018 -1.410 0.261
C -0.688 -0.146 0.081
N -1.153 0.378 -1.287
C 0.307 0.686 0.765
C 1.789 0.269 0.483
H -0.674 -1.937 1.137
H -1.663 -2.015 -0.358
H -1.954 -0.142 -1.632
H -0.369 0.141 -1.900
H -1.288 1.386 -1.347
H 0.192 0.547 1.860
H 0.089 1.753 0.692
H 2.465 0.562 1.283
H 1.926 -0.806 0.436
H 2.040 0.735 -0.475
```

Referenced to the most stable arrangement, the calculated values in hartree are run w 0.1805; run x 0.0274; run y 0.0228; run z 0.0000.

Run w
Molecular formula: C2H3FSi
Method: DFT, the ωB97M-V functional and the def2-TZVPD basis

Values from the calculation:
M, g mol⁻¹: 74.130
SMILES string: FC#C[SiH3]
E_HOMO, eV: -9.92
Charge: 0

Structure (XYZ):
```
7
C2H3FSi (the ωB97M-V functional and the def2-TZVPD basis)
F -4.641 -0.009 -0.007
C -3.374 -0.107 0.022
C -2.077 -0.265 0.173
Si -0.247 -0.002 -0.036
H 0.084 -0.524 1.319
H 0.307 1.438 0.108
H 0.158 -0.610 -1.286
```

Run x
Molecular formula: C2H3FSi
Method: DFT, the ωB97M-V functional and the def2-TZVPD basis

Values from the calculation:
M, g mol⁻¹: 74.130
E_HOMO, eV: -8.61
Charge: 0

Structure (XYZ):
```
7
C2H3FSi (the ωB97M-V functional and the def2-TZVPD basis)
C -0.611 0.123 0.066
C -0.846 0.271 -1.321
F -2.157 0.120 -1.433
Si 1.078 -0.045 0.548
H -1.351 -0.084 0.743
H 1.592 -0.523 1.794
H 2.295 0.137 -0.398
```

Referenced to the most stable arrangement, the calculated values in hartree are run w 0.0000; run x 0.0349.

Run w
Molecular formula: C2H8S4
Method: DFT, the ωB97M-V functional and the def2-TZVPD basis

Values from the calculation:
M, g mol⁻¹: 160.354
SMILES string: CSS.CSS
E_HOMO, eV: -8.49
Charge: 0

Structure (XYZ):
```
14
C2H8S4 (the ωB97M-V functional and the def2-TZVPD basis)
C -1.838 1.834 0.062
S -1.575 0.854 -1.448
S 0.394 1.306 -1.874
H -1.326 2.788 0.021
H -2.905 1.965 0.192
H -1.427 1.259 0.887
H 0.850 0.063 -2.079
C 1.646 0.046 2.163
S 1.586 -1.320 0.987
S -0.362 -1.931 1.090
H 2.678 0.390 2.130
H 0.937 0.830 1.930
H 1.409 -0.302 3.167
H -0.924 -1.002 0.290
```

Run x
Molecular formula: C2H8S4
Method: DFT, the ωB97M-V functional and the def2-TZVPD basis

Values from the calculation:
M, g mol⁻¹: 160.354
SMILES string: CSS.CSS
E_HOMO, eV: -8.31
Charge: 0

Structure (XYZ):
```
14
C2H8S4 (the ωB97M-V functional and the def2-TZVPD basis)
C -3.374 -1.951 0.218
S -2.527 -0.450 -0.508
S -0.799 -1.195 -1.274
H -3.222 -1.916 1.335
H -3.179 -2.930 -0.285
H -4.416 -1.859 -0.069
H -1.295 -2.050 -2.117
C 2.088 2.686 0.194
S 2.680 1.510 1.428
S 3.165 -0.149 0.336
H 3.035 2.579 -0.368
H 2.065 3.609 0.726
H 1.275 2.532 -0.389
H 4.504 -0.416 0.772
```

Run y
Molecular formula: C2H8S4
Method: DFT, the ωB97M-V functional and the def2-TZVPD basis

Values from the calculation:
M, g mol⁻¹: 160.354
SMILES string: CSS.CSS
E_HOMO, eV: -8.55
Charge: 0

Structure (XYZ):
```
14
C2H8S4 (the ωB97M-V functional and the def2-TZVPD basis)
C -2.682 0.733 -0.995
S -3.049 -1.005 -1.612
S -1.696 -1.302 -3.251
H -1.733 0.891 -1.502
H -2.734 0.728 0.083
H -3.415 1.358 -1.494
H -0.734 -0.626 -2.599
C 1.677 -0.076 2.329
S 2.934 1.075 1.633
S 4.011 -0.244 0.354
H 2.187 -1.035 2.427
H 0.845 -0.276 1.663
H 1.506 0.468 3.254
H 2.882 -0.689 -0.290
```

Referenced to the most stable arrangement, the calculated values in hartree are run w 0.0000; run x 0.0400; run y 0.0310.

Run w
Molecular formula: C4H9N4
Method: DFT, the ωB97M-V functional and the def2-TZVPD basis

Values from the calculation:
M, g mol⁻¹: 113.144
E_HOMO, eV: -14.23
Charge: +1

Structure (XYZ):
```
17
C4H9N4 (the ωB97M-V functional and the def2-TZVPD basis)
C -3.213 -0.379 0.476
C -1.975 -0.250 1.094
C 2.644 0.753 -0.917
C 1.073 0.008 0.775
N -3.052 -0.601 -0.818
N -1.740 -0.526 -1.045
N -1.091 -0.327 0.087
N 2.053 -0.174 -0.029
H -4.139 -0.219 0.976
H -1.575 0.248 1.970
H 3.402 1.330 -0.387
H 2.979 0.207 -1.773
H 1.935 1.618 -1.047
H 0.797 -0.754 1.485
H 0.634 0.865 1.052
H -1.205 -0.618 -1.906
H 2.473 -1.181 0.007
```

Run x
Molecular formula: C4H9N4
Method: DFT, the ωB97M-V functional and the def2-TZVPD basis

Values from the calculation:
M, g mol⁻¹: 113.144
E_HOMO (spin up / spin down), eV: -11.67 / -13.19
Charge: +1

Structure (XYZ):
```
17
C4H9N4 (the ωB97M-V functional and the def2-TZVPD basis)
C 0.673 -1.441 -2.432
C -0.252 -2.168 -1.706
C -0.712 0.926 1.222
C 0.463 0.607 0.345
N 1.004 -0.354 -1.741
N -0.456 -1.464 -0.577
N 0.328 -0.372 -0.634
N 1.305 1.596 0.018
H 1.097 -1.639 -3.392
H -0.748 -3.095 -1.912
H -1.314 1.708 0.755
H -0.376 1.300 2.184
H -1.347 0.068 1.410
H 1.271 -0.745 1.711
H 2.002 1.446 -0.698
H -1.019 -1.706 0.229
H 1.405 2.388 0.629
```

Referenced to the most stable arrangement, the calculated values in hartree are run w 0.0000; run x 0.0620.